DFT (the ωB97M-V functional and the def2-TZVPD basis) results for the molecule C5H11N3O.

Last column: Löwdin charge in e.
CARTESIAN COORDINATES (ANGSTROEM)
C  0.10734  -0.22011  2.61554  -0.08
C  -0.77266  -0.35884  -2.93515  -0.02
N  -0.02442  0.17954  1.23039  -0.25
C  1.10396  0.19869  0.38438  -0.44
C  -0.23048  -0.48583  -1.54645  -0.40
N  -1.00027  1.19665  1.05627  0.07
C  0.70486  0.32016  -1.02824  -0.02
O  -0.80516  -1.50976  -0.86969  0.05
N  2.30858  0.05453  0.72104  0.16
H  -0.54195  -1.46848  0.06551  0.10
H  -0.56093  2.10315  0.89678  0.09
H  -1.60057  0.97880  0.26166  0.08
H  2.48269  -0.02675  1.71943  0.04
H  1.20685  1.05021  -1.63581  0.11
H  0.66024  0.50326  3.22527  0.08
H  0.61815  -1.18041  2.65865  0.08
H  -0.89408  -0.31726  3.02129  0.08
H  -0.64566  -1.29748  -3.47376  0.09
H  -1.84128  -0.15115  -2.88711  0.09
H  -0.27520  0.43108  -3.47999  0.08

2S+1   1
LUMO level   0.792 eV
HOMO   -8.78 eV
Energy relative to the best compared isomer or geometry (same formula, charge and spin)   201.3 kJ/mol
Net charge   0
SMILES   [H]/N=C(/C=C(/C)O)N(C)N
Kohn-Sham gap   9.57 eV

---

DFT (the ωB97M-V functional and the def2-TZVPD basis) results for a structure of composition C38H44FeNO7.

Last column: Löwdin charge in e.
CARTESIAN COORDINATES (ANGSTROEM)
C  -0.00166  -0.52419  -5.95461  -0.24
C  -0.21308  -1.27510  -4.60396  -0.05
C  -0.38986  0.92157  -5.72227  -0.05
C  -1.22548  0.96672  -4.42550  -0.22
H  -1.03166  1.27036  -6.53707  0.12
H  0.46591  1.59483  -5.69311  0.12
C  -1.36668  -0.51535  -3.96839  -0.22
H  0.72004  -1.15935  -4.03475  0.14
H  -0.42104  -2.33248  -4.81199  0.13
C  -1.51083  -0.64009  -2.43796  -0.27
H  -2.29582  -0.93122  -4.43236  0.15
H  -2.23708  1.33275  -4.60237  0.13
C  -0.68799  1.83847  -3.33750  -0.33
C  1.41952  -0.67708  -6.48298  -0.41
C  -0.79869  -1.13813  -7.11548  -0.43
O  -1.33709  -0.49345  -8.01039  0.09
O  2.40358  -0.76476  -5.75881  0.12
O  1.47278  -0.76412  -7.82433  -0.03
O  -0.76752  -2.47992  -7.12091  -0.03
C  -1.34315  -3.05389  -8.29932  -0.04
H  -1.20293  -4.12647  -8.19015  0.09
H  -0.83804  -2.66737  -9.18755  0.09
H  -2.41199  -2.80694  -8.35951  0.10
C  2.78795  -1.00523  -8.32397  -0.04
H  3.52133  -0.27979  -7.93772  0.10
H  2.72623  -0.94038  -9.41005  0.09
H  3.10574  -2.00049  -8.00407  0.10
O  -0.92785  0.26154  -1.53132  -0.36
H  -1.07958  -1.60072  -2.13835  0.10
H  -2.60211  -0.56544  -2.27389  0.11
C  -1.62151  2.79437  -2.67808  -0.08
C  0.75144  2.09984  -3.24423  -0.09
H  1.00657  2.88011  -3.98665  0.08
H  1.35203  1.20761  -3.49360  0.08
H  1.06981  2.41778  -2.24834  0.08
H  -1.23323  3.20284  -1.72275  0.09
H  -2.61052  2.35835  -2.53142  0.07
H  -1.74541  3.62635  -3.39823  0.07
Fe  -0.64433  0.22376  0.19971  0.78
C  -2.48682  -0.22878  2.20924  -0.19
C  -2.83021  -0.20777  0.81767  -0.21
C  -2.26935  -1.40509  0.22877  -0.24
H  -3.49336  0.50566  0.31880  0.08
C  -1.52400  -2.08472  1.25265  -0.18
C  -1.73965  -1.39993  2.46828  -0.17
H  -1.43415  -1.75722  3.44120  0.04
H  -2.90059  0.45977  2.94574  0.09
H  -2.57048  -1.83955  -0.72417  0.07
H  -1.02710  -3.04775  1.10160  0.08
C  1.91584  0.81690  0.84398  -0.17
C  1.88366  -0.25439  1.78544  -0.17
C  1.40389  -1.41558  1.13000  -0.18
H  2.30738  -0.25617  2.78146  0.07
C  1.18571  -1.10468  -0.24608  -0.23
C  1.57904  0.28306  -0.44337  -0.22
H  1.76844  0.73149  -1.41151  0.05
H  2.27171  1.82246  1.02694  0.07
H  1.27725  -2.38011  1.61112  0.07
H  0.92340  -1.81105  -1.02950  0.08
C  3.98245  0.58621  6.63303  -0.07
C  2.92812  -0.33746  6.08142  -0.24
C  3.31782  -1.52990  5.47083  -0.09
C  2.38797  -2.40358  4.91024  -0.10
C  1.04861  -2.05468  4.92351  -0.04
C  0.63428  -0.83387  5.48074  -0.20
N  -0.71607  -0.53320  5.35197  0.09
C  -1.37716  0.71216  5.41019  -0.23
C  -2.31911  0.90973  6.42695  -0.05
C  -2.90488  2.16550  6.53526  -0.12
C  -2.59365  3.21807  5.66232  -0.11
C  -1.72905  2.99875  4.59055  -0.03
C  -1.15752  1.73444  4.46470  -0.09
C  -0.22240  1.48000  3.29142  -0.57
O  0.97482  1.43882  3.64518  0.00
O  -0.67204  1.38988  2.08766  -0.10
C  1.56548  -0.00811  6.14943  -0.18
C  1.11221  1.19818  6.89468  -0.04
H  3.89229  1.59292  6.19817  0.09
H  3.91522  0.63995  7.73016  0.07
H  4.97798  0.21553  6.36873  0.06
H  4.37734  -1.78052  5.43064  0.09
H  2.70190  -3.35057  4.46951  0.10
H  0.30560  -2.73484  4.50727  0.10
H  -1.33767  -1.34337  5.36336  0.13
H  -2.53219  0.08211  7.11594  0.11
H  -3.55135  2.33734  7.39032  0.08
H  -3.02686  4.20750  5.82006  0.08
H  -1.51963  3.78216  3.85216  0.12
H  0.93591  2.02611  6.18941  0.09
H  0.21276  0.98946  7.49135  0.08
H  1.89042  1.52350  7.58875  0.06

2S+1   6
LUMO level (alpha / beta)   3.602 / 3.601 eV
HOMO (alpha / beta)   0.08 / -0.08 eV
Net charge   -2
Kohn-Sham gap (alpha / beta)   3.52 / 3.68 eV

---

DFT (the ωB97M-V functional and the def2-TZVPD basis) results for a cluster of 2 separate species, C5H13N5S in total.

Last column: Löwdin charge in e.
CARTESIAN COORDINATES (ANGSTROEM)
C  -3.21059  -6.16191  -0.07107  -0.57
C  -1.95793  -0.73499  -1.05942  -0.05
C  0.89287  0.04042  1.98699  0.03
C  1.19033  1.24270  0.04311  0.03
C  -0.47717  -1.00679  -1.38856  -0.18
N  -2.65590  -4.40589  1.40129  -0.02
N  -2.56930  -3.43115  1.94023  0.39
N  -3.04124  -5.42271  0.89242  0.12
N  0.20476  -1.14208  -0.09977  0.01
N  0.36706  0.10257  0.59207  -0.14
S  -3.40181  -7.31430  -1.06907  1.09
H  -2.16028  -1.50736  -0.34386  0.05
H  -2.24245  0.18350  -0.58441  0.08
H  -2.46275  -0.76342  -1.93543  0.05
H  0.23608  -0.28623  2.81999  0.13
H  1.59683  -0.72947  2.16533  0.10
H  1.21381  1.03253  2.20153  0.10
H  2.23551  0.93541  0.12507  0.13
H  1.18422  1.40293  -0.97742  0.08
H  0.96425  2.21443  0.42653  0.12
H  -0.18958  -0.16602  -1.85870  0.07
H  -0.36235  -1.92857  -1.92266  0.13
H  1.03262  -1.72126  -0.08041  0.14
H  -0.48777  0.50259  0.64812  0.11

2S+1   1
LUMO level   -8.877 eV
HOMO   -16.95 eV
Energy relative to the best compared isomer or geometry (same formula, charge and spin)   498.8 kJ/mol
Net charge   +2
Kohn-Sham gap   8.07 eV

---

DFT (the ωB97M-V functional and the def2-TZVPD basis) results for a structure of composition C8H9InNO4.

Last column: Löwdin charge in e.
CARTESIAN COORDINATES (ANGSTROEM)
In  3.89455  -0.99496  -0.85307  1.20
O  1.83267  0.71508  -1.97766  -0.13
C  1.80707  1.93707  -1.40645  -0.22
C  3.18003  2.55926  -0.78581  -0.22
O  4.02268  1.67428  -0.22746  -0.17
H  1.10454  1.95085  -0.56803  0.14
H  1.41152  2.60652  -2.17312  0.14
H  2.83274  3.28384  -0.04497  0.14
H  3.72676  3.15658  -1.52391  0.15
C  -3.47507  -0.75650  0.13234  -0.05
C  -2.37640  -0.20636  -0.52338  -0.07
C  -1.09467  -0.47639  -0.10291  -0.01
C  -0.86347  -1.45581  0.88505  -0.12
C  -1.96856  -2.02794  1.53102  0.02
C  -3.26251  -1.62499  1.18090  -0.05
N  0.49185  -1.80002  1.36701  -0.34
O  1.42882  -1.34210  0.71415  -0.10
O  0.60549  -2.52196  2.32027  0.13
H  -4.47768  -0.41405  -0.08178  0.12
H  -2.59499  0.62709  -1.17710  0.11
H  -0.31612  -0.01218  -0.69206  0.09
H  -1.83474  -2.80020  2.27435  0.12
H  -4.07450  -2.07711  1.73263  0.12

2S+1   1
LUMO level   -8.046 eV
HOMO   -12.76 eV
Energy relative to the best compared isomer or geometry (same formula, charge and spin)   80.2 kJ/mol
Net charge   +1
Kohn-Sham gap   4.71 eV

---

DFT (the ωB97M-V functional and the def2-TZVPD basis) results for the molecule C18H25NO2.

Last column: Löwdin charge in e.
CARTESIAN COORDINATES (ANGSTROEM)
C  0.80627  2.24294  -2.65082  -0.07
N  1.00568  1.92422  -1.24851  -0.21
C  1.84771  2.81653  -0.50422  -0.07
C  0.54036  0.69305  -0.68251  -0.25
C  1.71612  0.16943  0.17458  -0.20
C  1.74987  0.41958  1.57568  -0.05
C  2.88421  0.04815  2.31889  -0.03
C  3.96701  -0.61418  1.68235  -0.28
C  5.08861  -1.16443  2.50694  -0.08
C  3.86762  -0.95454  0.30727  -0.04
C  2.75623  -0.57118  -0.45393  -0.02
H  1.32420  3.14978  -2.90433  0.07
H  1.25457  1.49416  -3.32348  0.08
H  -0.24341  2.36163  -2.89036  0.06
H  1.92408  3.74992  -1.07099  0.09
H  1.42066  2.99139  0.48569  0.08
H  2.85464  2.40659  -0.38384  0.09
H  0.29875  -0.04856  -1.43120  0.14
H  0.97438  1.01614  2.06854  0.10
H  2.98240  0.31663  3.41576  0.13
H  5.79791  -1.71979  1.89947  0.07
H  5.61305  -0.33803  2.98293  0.08
H  4.77757  -1.82985  3.32571  0.08
H  4.70043  -1.54232  -0.16378  0.12
H  2.72374  -0.70260  -1.54586  0.12
C  -4.85712  -1.51354  0.28062  -0.07
C  -3.52102  -1.14181  -0.23669  -0.57
C  -3.25369  -1.81339  -1.58462  -0.02
C  -3.47706  0.42880  -0.33238  -0.05
C  -2.07291  1.02417  -0.65584  -0.31
O  -1.95991  1.89067  -1.50829  0.08
C  -0.84868  0.51042  0.09541  -0.08
C  -1.05139  -0.98034  0.53962  -0.28
O  -0.14436  -1.81550  0.52531  0.10
C  -2.47875  -1.44608  0.87620  -0.06
H  -5.02782  -1.00089  1.20814  0.08
H  -5.61488  -1.24698  -0.42026  0.09
H  -4.89306  -2.56396  0.44943  0.09
H  -2.30586  -1.61026  -2.07442  0.09
H  -3.33275  -2.88454  -1.48018  0.08
H  -4.03670  -1.54782  -2.28222  0.09
H  -4.17397  0.70676  -1.15723  0.13
H  -3.88180  0.82794  0.64291  0.14
H  -0.39137  1.34671  0.83411  0.19
H  -2.85287  -0.95686  1.80393  0.14
H  -2.45669  -2.52816  0.98649  0.13

2S+1   1
LUMO level   0.466 eV
HOMO   -7.63 eV
Energy relative to the best compared isomer or geometry (same formula, charge and spin)   306.1 kJ/mol
Net charge   0
SMILES   Cc1ccc([C@@H](C2C(=O)CC(C)(C)CC2=O)N(C)C)cc1
Kohn-Sham gap   8.09 eV

---

Number 1: largest force on an atom 0.0172 hartree/bohr. Number 2: largest force on an atom 0.1061 hartree/bohr. Number 3: largest force on an atom 0.0805 hartree/bohr. Number 4: largest force on an atom 0.1393 hartree/bohr. Number 5: largest force on an atom 0.0634 hartree/bohr.